i.
This record from the Open Molecules 2025 dataset describes a molecular structure, C46H48MgN4O7P2S2Se2. The level of theory is the ωB97M-V functional and the def2-TZVPD basis.

* Kohn-Sham gap: 4.6 eV
* total charge: -2
* highest occupied orbital energy: -0.0472 Eh

The geometry in XYZ format:
```
112
C46H48MgN4O7P2S2Se2 (the ωB97M-V functional and the def2-TZVPD basis)
Mg -1.667 -0.704 0.811
O -6.638 -0.309 0.874
C -5.726 -0.729 1.889
C -5.010 0.434 2.580
C -6.101 1.316 3.205
O -5.598 2.425 3.963
C -4.171 1.327 1.621
Se -3.714 0.615 -0.166
C -4.120 -0.127 3.697
Se -2.716 -1.413 3.160
H -6.057 -0.054 0.134
H -4.980 -1.408 1.478
H -6.307 -1.277 2.639
H -6.707 0.722 3.898
H -6.756 1.684 2.410
H -4.751 2.666 3.572
H -3.212 1.552 2.088
H -4.689 2.274 1.452
H -4.751 -0.648 4.423
H -3.641 0.697 4.226
O -0.787 1.085 1.612
N 0.351 0.920 2.107
N 0.881 -0.214 1.815
O 0.301 -1.093 1.028
C 2.185 -0.490 2.286
C 2.895 0.431 3.055
C 4.172 0.115 3.483
C 4.756 -1.102 3.148
C 4.042 -2.006 2.375
C 2.755 -1.711 1.944
H 2.440 1.379 3.301
H 4.722 0.837 4.076
H 5.758 -1.340 3.485
H 4.483 -2.958 2.104
H 2.174 -2.400 1.350
C 7.103 2.362 -3.670
S 6.173 3.286 -4.910
C 4.565 2.461 -4.775
C 3.946 2.548 -3.390
C 2.613 1.816 -3.351
N 2.019 1.676 -2.015
P 0.284 1.392 -1.872
C -0.142 0.873 -3.583
C -0.632 1.701 -4.590
C -0.906 1.192 -5.853
C -0.684 -0.150 -6.128
C -0.200 -0.985 -5.129
C 0.056 -0.479 -3.864
C -0.372 3.101 -1.825
C 0.438 4.202 -1.567
C -0.112 5.466 -1.399
C -1.486 5.641 -1.474
C -2.305 4.543 -1.709
C -1.755 3.283 -1.879
P 2.781 0.797 -0.735
C 4.286 1.728 -0.253
C 5.292 1.014 0.402
C 6.387 1.664 0.952
C 6.492 3.046 0.874
C 5.483 3.770 0.254
C 4.389 3.117 -0.295
C 3.503 -0.642 -1.621
C 4.752 -0.716 -2.236
C 5.115 -1.843 -2.959
C 4.229 -2.907 -3.080
C 2.987 -2.851 -2.464
C 2.633 -1.727 -1.727
H 8.148 2.648 -3.774
H 7.014 1.289 -3.849
H 6.777 2.593 -2.656
H 4.682 1.415 -5.072
H 3.932 2.944 -5.523
H 3.817 3.595 -3.106
H 4.634 2.108 -2.673
H 2.739 0.825 -3.810
H 1.907 2.361 -3.979
H -0.806 2.750 -4.386
H -1.296 1.848 -6.623
H -0.900 -0.546 -7.113
H -0.041 -2.039 -5.323
H 0.384 -1.151 -3.081
H 1.507 4.060 -1.493
H 0.534 6.313 -1.195
H -1.920 6.623 -1.329
H -3.382 4.656 -1.728
H -2.412 2.429 -1.998
H 5.209 -0.064 0.499
H 7.152 1.085 1.455
H 7.346 3.555 1.305
H 5.543 4.851 0.200
H 3.612 3.695 -0.776
H 5.454 0.104 -2.137
H 6.090 -1.891 -3.431
H 4.512 -3.784 -3.651
H 2.280 -3.665 -2.542
H 1.670 -1.698 -1.223
O -2.920 -4.781 1.223
C -2.659 -4.148 0.224
N -1.770 -3.111 0.096
S -1.511 -2.743 -1.426
O -0.269 -3.254 -1.979
O -1.695 -1.315 -1.592
C -2.829 -3.685 -2.134
C -3.296 -3.766 -3.430
C -4.343 -4.648 -3.672
C -4.878 -5.420 -2.641
C -4.382 -5.327 -1.346
C -3.349 -4.440 -1.105
H -2.873 -3.157 -4.219
H -4.754 -4.733 -4.671
H -5.698 -6.094 -2.856
H -4.786 -5.911 -0.529
```

=====

ii.
This record from the Open Molecules 2025 dataset describes a molecular structure, C46H48MgN4O7P2S2Se2. The level of theory is the ωB97M-V functional and the def2-TZVPD basis.

* Kohn-Sham gap: 4.9 eV
* total charge: -2
* highest occupied orbital energy: -0.0511 Eh

The geometry in XYZ format:
```
112
C46H48MgN4O7P2S2Se2 (the ωB97M-V functional and the def2-TZVPD basis)
Mg 0.009 1.946 -2.175
O -0.411 8.116 -2.191
C 0.732 7.274 -2.299
C 0.423 5.805 -2.649
C -0.311 5.762 -3.989
O -1.625 6.345 -3.917
C 1.795 5.117 -2.774
Se 1.897 3.287 -3.511
C -0.420 5.225 -1.491
Se -1.781 3.829 -1.876
H -1.080 7.724 -2.780
H 1.260 7.314 -1.339
H 1.411 7.676 -3.066
H -0.378 4.728 -4.326
H 0.247 6.334 -4.737
H -2.153 5.664 -3.450
H 2.258 5.113 -1.783
H 2.432 5.726 -3.422
H -0.973 6.035 -1.016
H 0.254 4.802 -0.747
O 1.258 0.310 -1.499
N 2.212 0.673 -0.761
N 2.003 1.800 -0.179
O 0.906 2.484 -0.340
C 3.020 2.314 0.665
C 4.148 1.560 0.984
C 5.096 2.092 1.840
C 4.931 3.362 2.382
C 3.803 4.099 2.056
C 2.842 3.581 1.200
H 4.266 0.577 0.551
H 5.974 1.507 2.088
H 5.678 3.771 3.052
H 3.664 5.091 2.469
H 1.952 4.132 0.934
C 2.753 -4.657 4.212
S 1.312 -4.365 5.261
C -0.052 -4.619 4.087
C -0.502 -3.395 3.303
C 0.586 -2.840 2.385
N 0.118 -1.858 1.415
P -0.167 -2.257 -0.229
C -1.133 -3.820 -0.022
C -2.520 -3.665 -0.049
C -3.355 -4.744 0.215
C -2.817 -5.993 0.489
C -1.438 -6.166 0.481
C -0.605 -5.087 0.223
C 1.455 -2.946 -0.751
C 2.630 -2.480 -0.167
C 3.869 -2.889 -0.639
C 3.953 -3.765 -1.711
C 2.788 -4.220 -2.315
C 1.551 -3.809 -1.841
P 0.078 -0.119 1.677
C 0.527 -0.050 3.460
C 1.892 0.084 3.730
C 2.361 0.160 5.032
C 1.463 0.134 6.092
C 0.104 0.038 5.837
C -0.362 -0.053 4.531
C -1.716 0.217 1.691
C -2.686 -0.677 2.148
C -4.030 -0.367 2.028
C -4.418 0.832 1.436
C -3.464 1.719 0.968
C -2.115 1.411 1.096
H 3.617 -4.710 4.873
H 2.906 -3.857 3.491
H 2.654 -5.607 3.687
H -0.877 -4.993 4.696
H 0.238 -5.427 3.410
H -0.824 -2.612 3.994
H -1.367 -3.681 2.700
H 1.053 -3.666 1.836
H 1.371 -2.405 3.007
H -2.941 -2.695 -0.287
H -4.429 -4.604 0.194
H -3.468 -6.835 0.693
H -1.012 -7.143 0.679
H 0.470 -5.232 0.219
H 2.570 -1.767 0.647
H 4.773 -2.507 -0.178
H 4.920 -4.077 -2.087
H 2.844 -4.886 -3.168
H 0.648 -4.157 -2.330
H 2.589 0.151 2.899
H 3.424 0.261 5.219
H 1.823 0.200 7.111
H -0.603 0.036 6.659
H -1.426 -0.120 4.342
H -2.384 -1.634 2.558
H -4.781 -1.072 2.368
H -5.469 1.049 1.293
H -3.741 2.622 0.439
H -1.371 2.091 0.690
O -0.316 0.754 -4.042
C -1.482 0.441 -3.758
N -1.977 0.509 -2.515
S -3.533 0.084 -2.452
O -4.403 1.177 -2.111
O -3.718 -1.143 -1.711
C -3.705 -0.270 -4.184
C -4.797 -0.695 -4.914
C -4.626 -0.869 -6.282
C -3.397 -0.619 -6.887
C -2.310 -0.190 -6.136
C -2.489 -0.024 -4.775
H -5.751 -0.878 -4.437
H -5.462 -1.198 -6.888
H -3.293 -0.756 -7.957
H -1.346 0.023 -6.579
```

=====

Which of them is the most stable? Correct choice: ii.

=====

i.
This record from the Open Molecules 2025 dataset describes C2H10O2Si2 in the gas phase. The level of theory is the ωB97M-V functional and the def2-TZVPD basis.

* Kohn-Sham gap: 10.8 eV
* total charge: 0
* SMILES: C[SiH2]O[Si@@H](C)O
* highest occupied orbital energy: -0.3676 Eh

The geometry in XYZ format:
```
16
C2H10O2Si2 (the ωB97M-V functional and the def2-TZVPD basis)
C 1.220 1.463 1.930
C -1.034 -1.438 -1.767
O 0.282 0.700 -0.695
O 0.269 -1.236 1.081
Si 1.192 0.108 0.557
Si -1.255 0.410 -1.241
H 2.262 1.474 2.209
H 1.094 2.384 1.475
H 0.483 1.281 2.809
H -0.307 -1.780 -1.107
H -1.974 -1.968 -1.692
H -0.713 -1.695 -2.743
H -1.337 1.346 -2.238
H -0.610 -1.009 1.510
H 2.482 -0.309 -0.146
H -2.054 0.269 0.057
```

=====

ii.
This record from the Open Molecules 2025 dataset describes 2 unconnected molecules or ions with the total composition C2H10O2Si2. The level of theory is the ωB97M-V functional and the def2-TZVPD basis.

* Kohn-Sham gap: 10.0 eV
* total charge: 0
* SMILES: C[SiH2]O.C[SiH]=O
* highest occupied orbital energy: -0.3694 Eh

The geometry in XYZ format:
```
16
C2H10O2Si2 (the ωB97M-V functional and the def2-TZVPD basis)
C 0.898 -0.190 1.610
C -2.348 -0.463 -0.157
O 1.555 -0.694 -1.307
O -0.101 1.530 -0.932
Si 2.002 0.062 0.052
Si -1.425 0.855 -1.095
H -0.052 0.355 1.803
H 0.803 -1.257 1.847
H 1.546 0.421 2.410
H -3.332 -0.734 -0.670
H -1.685 -1.350 -0.242
H -2.599 -0.401 0.887
H 1.393 -0.368 -2.198
H 3.220 -0.490 0.600
H 2.376 1.481 -0.324
H -2.251 1.243 -2.285
```

=====

Which of them is the most stable? Correct choice: i.

=====

i.
This record from the Open Molecules 2025 dataset describes 3 unconnected molecules or ions with the total composition C3H10NO2. The level of theory is the ωB97M-V functional and the def2-TZVPD basis.

* multiplicity: 2
* Kohn-Sham gap (spin up / spin down): 6.1 / 8.8 eV
* total charge: 0
* highest occupied orbital energy (spin up / spin down): -0.2035 / -0.3054 Eh

The geometry in XYZ format:
```
16
C3H10NO2 (the ωB97M-V functional and the def2-TZVPD basis)
C -0.158 -1.085 -1.300
C 0.374 -0.231 -2.191
C -1.594 -1.386 0.604
N -0.866 -0.627 -0.214
H -0.161 -2.167 -1.374
H 0.318 0.837 -2.075
H 0.863 -0.601 -3.081
H -2.239 -1.032 1.404
H -1.618 -2.438 0.909
H -0.896 0.342 0.047
H 1.425 0.246 1.419
H 0.913 -0.518 2.687
O 0.652 -0.055 1.896
H 1.486 2.722 0.999
H 0.642 3.423 -0.015
O 0.859 2.570 0.285
```

=====

ii.
This record from the Open Molecules 2025 dataset describes 2 unconnected molecules or ions with the total composition C3H10NO2. The level of theory is the ωB97M-V functional and the def2-TZVPD basis.

* multiplicity: 2
* Kohn-Sham gap (spin up / spin down): 10.8 / 7.0 eV
* total charge: 0
* highest occupied orbital energy (spin up / spin down): -0.3635 / -0.3604 Eh

The geometry in XYZ format:
```
16
C3H10NO2 (the ωB97M-V functional and the def2-TZVPD basis)
C -1.524 -0.614 0.957
N -0.323 -1.308 0.675
C 0.965 -0.571 0.966
O 1.044 0.453 0.077
C -1.542 0.606 0.098
H -2.314 -1.277 0.721
H -1.658 -0.477 2.015
H -0.169 -1.328 -0.291
H 1.793 -1.283 0.905
H 1.031 -0.163 2.041
H -1.075 0.454 -0.857
H -1.026 1.309 0.689
H -2.525 0.970 -0.079
H 0.816 1.845 -2.511
H 1.186 0.694 -1.284
O 1.308 1.033 -2.353
```

=====

Which of them is the most stable? Correct choice: i.

=====

i.
This record from the Open Molecules 2025 dataset describes C6H17N3 in the gas phase. The level of theory is the ωB97M-V functional and the def2-TZVPD basis.

* Kohn-Sham gap: 8.6 eV
* total charge: 0
* SMILES: CN(CNN)C(C)(C)C
* highest occupied orbital energy: -0.2823 Eh

The geometry in XYZ format:
```
26
C6H17N3 (the ωB97M-V functional and the def2-TZVPD basis)
C 1.113 0.191 0.390
C 1.637 1.528 0.939
C 0.600 -0.659 1.572
C 2.307 -0.541 -0.258
C -0.533 -0.607 -1.262
N 0.110 0.493 -0.638
H 2.501 1.364 1.584
H 0.883 2.039 1.535
H 1.927 2.178 0.114
H -0.252 -0.179 2.050
H 1.376 -0.780 2.326
H 0.287 -1.647 1.240
H 2.045 -1.557 -0.556
H 2.641 0.007 -1.139
H 3.136 -0.620 0.448
H 0.080 -1.515 -1.320
H -0.849 -0.320 -2.275
C -1.368 1.415 -0.099
N -1.796 -0.871 -0.511
N -2.911 -1.407 -1.222
H -1.610 -1.503 0.264
H -3.744 -0.946 -0.869
H -2.868 -1.198 -2.219
H -1.716 1.735 -1.073
H -0.838 2.235 0.368
H -2.160 1.165 0.607
```

=====

ii.
This record from the Open Molecules 2025 dataset describes 3 unconnected molecules or ions with the total composition C6H17N3. The level of theory is the ωB97M-V functional and the def2-TZVPD basis.

* Kohn-Sham gap (spin up / spin down): 7.9 / 7.6 eV
* total charge: 0
* highest occupied orbital energy (spin up / spin down): -0.2761 / -0.2650 Eh

The geometry in XYZ format:
```
26
C6H17N3 (the ωB97M-V functional and the def2-TZVPD basis)
C 1.122 -0.084 -2.228
C 0.872 -2.253 -1.307
N 0.212 -1.129 -1.865
C 0.833 0.640 1.840
N 1.888 0.586 1.120
H 2.645 0.114 1.602
H 0.739 0.181 2.832
H 1.950 -0.486 -2.828
H 0.601 0.697 -2.787
H 1.711 -2.591 -1.934
H 0.038 -2.968 -1.080
H 1.246 -2.078 -0.288
H 1.590 0.372 -1.341
C -1.508 1.231 2.235
C -0.345 1.996 0.192
C -1.531 -1.442 -0.728
N -0.288 1.301 1.464
H -1.861 2.236 2.489
H -1.336 0.684 3.161
H -2.301 0.720 1.678
H 0.665 2.252 -0.118
H -0.939 2.907 0.303
H -0.790 1.372 -0.584
H -1.873 -2.435 -0.460
H -2.142 -0.973 -1.486
H -1.200 -0.848 0.117
```

=====

iii.
This record from the Open Molecules 2025 dataset describes 3 unconnected molecules or ions with the total composition C6H17N3. The level of theory is the ωB97M-V functional and the def2-TZVPD basis.

* Kohn-Sham gap (spin up / spin down): 7.7 / 8.0 eV
* total charge: 0
* highest occupied orbital energy (spin up / spin down): -0.2492 / -0.2612 Eh

The geometry in XYZ format:
```
26
C6H17N3 (the ωB97M-V functional and the def2-TZVPD basis)
C -1.537 0.312 -0.269
C 0.306 -0.628 0.543
C -1.360 1.776 0.009
C -2.471 -0.381 0.688
C -1.822 -0.011 -1.712
C 3.643 -0.284 0.071
N 0.892 -0.138 -0.550
N 2.584 -1.236 -0.167
N 0.578 -0.056 1.753
H 0.647 -0.692 -1.365
H 2.703 -1.623 -1.107
H -0.007 -1.671 0.618
H 0.857 -0.671 2.502
H 1.054 0.834 1.725
H -3.493 0.013 0.583
H -1.133 0.499 -2.386
H -1.062 1.945 1.046
H -2.308 2.316 -0.132
H -0.611 2.217 -0.649
H -2.165 -0.228 1.724
H -2.527 -1.455 0.494
H -2.834 0.322 -1.988
H -1.779 -1.086 -1.904
H 3.705 0.533 -0.667
H 4.629 -0.775 0.081
H 3.512 0.169 1.060
```

=====

Which of them is the most stable? Correct choice: i.

=====

i.
This record from the Open Molecules 2025 dataset describes 2 unconnected molecules or ions with the total composition C3H7NOSi. The level of theory is the ωB97M-V functional and the def2-TZVPD basis.

* Kohn-Sham gap: 10.1 eV
* total charge: 0
* SMILES: CC[SiH]=O.C#N
* highest occupied orbital energy: -0.3854 Eh

The geometry in XYZ format:
```
13
C3H7NOSi (the ωB97M-V functional and the def2-TZVPD basis)
C -3.036 0.582 0.133
C 1.031 1.166 0.086
C 1.116 -0.257 -0.508
N -3.412 1.641 0.316
O -0.989 -2.244 -0.053
Si 0.395 -1.822 0.349
H 1.236 1.164 1.145
H 1.780 1.848 -0.520
H -0.002 1.590 -0.072
H -2.475 -0.268 -0.229
H 0.838 -0.369 -1.620
H 2.337 -0.494 -0.456
H 1.182 -2.538 1.429
```

=====

ii.
This record from the Open Molecules 2025 dataset describes C3H7NOSi in the gas phase. The level of theory is the ωB97M-V functional and the def2-TZVPD basis.

* Kohn-Sham gap: 10.4 eV
* total charge: 0
* SMILES: O=C1C[SiH2]CN1
* highest occupied orbital energy: -0.3507 Eh

The geometry in XYZ format:
```
13
C3H7NOSi (the ωB97M-V functional and the def2-TZVPD basis)
C 0.541 -0.889 1.001
C -0.663 0.138 1.249
C 0.565 0.335 -1.118
N 1.153 -0.568 -0.135
O 0.877 -1.816 1.694
Si -1.185 0.788 -0.471
H -1.327 -0.449 1.849
H -0.133 0.826 1.781
H 1.241 1.049 -1.330
H 2.052 -0.805 -0.459
H -2.019 -0.337 -1.054
H 0.590 -0.308 -1.979
H -1.692 2.036 -1.029
```

=====

Which of them is the most stable? Correct choice: ii.

=====

i.
This record from the Open Molecules 2025 dataset describes a gas-phase ion, C2H4N3 (charge +1). The level of theory is the ωB97M-V functional and the def2-TZVPD basis.

* Kohn-Sham gap: 9.1 eV
* total charge: +1
* SMILES: [H]/N=N/[N+]#CC
* highest occupied orbital energy: -0.5575 Eh

The geometry in XYZ format:
```
9
C2H4N3 (the ωB97M-V functional and the def2-TZVPD basis)
C -0.228 -0.448 -0.238
C -1.458 -1.037 -0.589
N 0.706 0.103 0.215
N 1.374 1.180 0.539
N 2.515 1.277 0.886
H -1.400 -2.157 -0.916
H -1.908 -0.364 -1.275
H -2.231 -0.837 0.229
H 2.630 2.283 1.149
```

=====

ii.
This record from the Open Molecules 2025 dataset describes 2 unconnected molecules or ions with the total composition C2H4N3. The level of theory is the ωB97M-V functional and the def2-TZVPD basis.

* Kohn-Sham gap: 8.8 eV
* total charge: +1
* highest occupied orbital energy: -0.5743 Eh

The geometry in XYZ format:
```
9
C2H4N3 (the ωB97M-V functional and the def2-TZVPD basis)
C 2.179 0.438 0.080
C -1.266 -0.302 -0.354
N 3.310 0.311 -0.087
N -0.853 1.091 -0.582
N -1.481 0.860 0.435
H -2.089 -0.687 -0.948
H -0.509 -1.012 -0.037
H 4.295 0.206 -0.240
H -1.844 1.319 1.265
```

=====

Which of them is the most stable? Correct choice: i.